(1)
BrCl3IMnO12 as an isolated structure at a distorted geometry, computed with ωB97M-V/def2-TZVPD.

Atoms and positions in Å:
Mn -0.915 -1.122 1.422
I -0.021 -2.914 3.226
Br -3.500 -0.351 1.957
Cl 0.011 2.786 0.997
O -0.722 3.266 -0.191
O -0.487 1.337 1.131
O 1.354 3.161 0.736
O -0.458 3.664 2.032
Cl 2.701 -1.304 0.116
O 3.377 -1.779 1.350
O 1.228 -1.366 0.037
O 2.960 0.063 -0.180
O 3.410 -1.934 -0.986
Cl -1.690 -0.676 -2.291
O -1.994 -1.914 -3.009
O -0.807 0.195 -2.932
O -3.005 -0.084 -2.462
O -1.440 -1.029 -0.954

maximum force: 0.1667 hartree/bohr
HOMO-LUMO gap (spin up / spin down): 7.590 / 2.916 eV
LUMO (spin up / spin down): 3.919 / -0.575 eV
molar mass: 560.093 u
⟨S²⟩: 12.010
net charge: -2
spin multiplicity: 7

=====

(2)
One molecule with the formula C17H18ClN3O4, computed with ωB97M-V/def2-TZVPD.

Atoms and positions in Å:
C 5.496 1.477 0.776
O 4.225 0.835 0.781
C 3.562 0.763 1.934
O 3.953 1.205 2.981
C 2.258 0.004 1.749
C 1.183 0.539 2.705
C 0.157 -0.562 3.017
N 0.055 -1.471 1.887
C -0.590 -1.081 0.742
C -0.255 -1.428 -0.533
C -1.024 -1.013 -1.668
O -0.763 -1.272 -2.824
N -2.152 -0.218 -1.362
C -2.899 0.327 -2.445
C -3.638 -0.497 -3.278
C -4.349 0.043 -4.334
C -4.331 1.409 -4.556
C -3.590 2.241 -3.735
C -2.868 1.698 -2.686
Cl -1.911 2.721 -1.683
C -2.559 0.111 -0.096
O -3.569 0.722 0.160
N -1.727 -0.329 0.914
C 1.242 -2.303 1.827
C 2.529 -1.479 2.039
H 5.724 1.857 1.773
H 6.247 0.749 0.469
H 5.459 2.296 0.058
H 1.949 0.110 0.706
H 1.662 0.877 3.625
H 0.688 1.396 2.245
H -0.806 -0.125 3.280
H 0.483 -1.161 3.870
H 0.625 -1.995 -0.775
H -3.640 -1.560 -3.093
H -4.920 -0.604 -4.981
H -4.890 1.834 -5.376
H -3.562 3.306 -3.906
H -2.065 -0.119 1.842
H 1.267 -2.832 0.878
H 1.150 -3.053 2.620
H 2.877 -1.570 3.070
H 3.319 -1.846 1.384

maximum force: 0.0113 hartree/bohr
ΔE to the lowest compared entry with this formula, charge and spin: 3.91 kcal/mol
HOMO-LUMO gap: 9.098 eV
LUMO: 0.499 eV
molar mass: 363.801 u
SMILES: COC(=O)C1CCN(c2cc(=O)n(-c3ccccc3Cl)c(=O)[nH]2)CC1

=====

(3)
F2FeH36O20P as an isolated structure at a distorted geometry, computed with ωB97M-V/def2-TZVPD.

Atoms and positions in Å:
Fe -2.454 1.443 -0.718
O -1.084 0.236 -0.696
P 0.439 0.545 -0.157
O -0.714 1.524 -0.005
F 0.711 -0.190 -1.494
F 0.158 -0.759 0.705
O 0.633 -3.085 -1.757
H 0.810 -3.806 -2.302
H 1.492 -2.706 -1.497
O -2.085 1.615 -2.765
H -2.359 1.168 -3.566
H -1.150 1.817 -2.950
O -1.699 -2.541 0.058
H -1.497 -1.861 -0.594
H -2.653 -2.659 0.067
O 1.353 -0.740 -4.039
H 1.004 -0.745 -3.144
H 0.932 -1.537 -4.362
O 2.932 0.292 1.432
H 3.852 0.318 1.154
H 2.917 0.801 2.209
O -1.335 2.583 2.760
H -0.583 1.988 2.830
H -1.766 2.523 3.596
O 3.068 0.982 -1.975
H 2.722 1.345 -2.786
H 2.931 0.005 -2.043
O -0.124 4.451 1.311
H -0.438 3.744 1.911
H -0.118 5.257 1.805
O 2.845 -1.836 -1.214
H 3.114 -2.112 -0.358
H 3.538 -2.320 -1.622
O 3.334 -2.474 1.426
H 3.198 -3.176 2.025
H 2.608 -1.864 1.603
O 1.912 3.062 0.301
H 2.673 3.186 0.801
H 1.219 3.619 0.720
O -2.102 3.536 -0.695
H -2.528 4.165 -1.273
H -1.377 3.888 -0.202
O -3.668 -0.298 -0.894
H -4.358 -0.612 -0.305
H -3.462 -1.020 -1.472
O -1.340 -1.556 -2.808
H -1.139 -0.748 -2.341
H -0.808 -2.262 -2.426
O 0.458 -3.596 1.515
H -0.143 -3.051 1.025
H 0.932 -3.019 2.132
O 1.428 -1.832 3.271
H 1.285 -0.918 3.153
H 1.523 -1.883 4.227
O -2.148 -0.761 2.083
H -1.442 -1.063 1.482
H -2.715 -1.497 2.178
O -3.189 1.523 1.182
H -2.703 2.153 1.787
H -2.844 0.755 1.710

maximum force: 0.1260 hartree/bohr
ΔE to the lowest compared entry with this formula, charge and spin: 0.00 kcal/mol
HOMO-LUMO gap (spin up / spin down): 7.017 / 5.242 eV
LUMO (spin up / spin down): -7.977 / -9.749 eV
molar mass: 481.083 u
⟨S²⟩: 8.765
net charge: +2
spin multiplicity: 6

=====

(4)
C16H12IrN2O4 as an isolated structure, computed with ωB97M-V/def2-TZVPD.

Atoms and positions in Å:
Ir 0.278 0.701 -1.176
C -3.106 1.718 -3.686
O -4.086 1.176 -2.761
C -3.869 0.580 -1.636
C -5.039 0.126 -0.969
C -4.962 -0.527 0.233
C -3.728 -0.772 0.844
C -2.523 -0.360 0.250
C -1.342 -0.664 0.930
N -0.114 -0.356 0.454
N 0.895 -0.667 1.213
C 2.117 -0.243 0.639
O 2.099 0.400 -0.484
C 3.307 -0.538 1.322
C 3.258 -1.240 2.566
C 4.426 -1.541 3.221
C 5.629 -1.153 2.661
C 5.692 -0.458 1.437
C 4.540 -0.148 0.770
C -2.580 0.352 -1.023
O -1.546 0.793 -1.640
H -3.702 2.075 -4.516
H -2.427 0.931 -4.004
H -2.573 2.539 -3.212
H -5.987 0.319 -1.453
H -5.870 -0.863 0.717
H -3.694 -1.292 1.792
H -1.372 -1.176 1.886
H 2.300 -1.522 2.976
H 4.412 -2.071 4.162
H 6.553 -1.384 3.176
H 6.656 -0.177 1.037
H 4.559 0.385 -0.169
O 1.047 2.967 -3.092
C 0.749 2.089 -2.465

maximum force: 0.0194 hartree/bohr
ΔE to the lowest compared entry with this formula, charge and spin: 4.44 kcal/mol
HOMO-LUMO gap (spin up / spin down): 5.261 / 5.244 eV
LUMO (spin up / spin down): -10.131 / -9.977 eV
molar mass: 488.499 u
⟨S²⟩: 0.976
net charge: +2
spin multiplicity: 2

=====

(5)
A 4-piece molecular cluster, C30H49N4O8S2 overall at a distorted geometry, computed with ωB97M-V/def2-TZVPD.

Atoms and positions in Å:
O -5.494 4.401 -1.604
C -4.993 5.156 -0.703
O -5.503 6.440 -0.552
O -3.917 4.635 0.159
C -2.972 4.067 -0.771
O -2.171 4.852 -1.330
O -3.064 2.667 -0.998
C -1.758 2.055 -1.110
C -1.100 1.669 0.329
C 0.502 1.392 0.165
S 1.203 0.345 1.527
C 1.710 1.330 2.990
S 2.856 0.607 4.013
N 1.228 2.666 3.390
C 1.629 3.748 2.478
C 0.733 4.518 1.477
C 1.277 5.691 0.574
C 2.766 6.138 0.686
C 3.702 5.372 1.691
C 3.139 4.212 2.561
C -0.185 2.706 3.788
C -1.203 1.538 3.746
C -2.685 1.704 4.210
C -3.211 3.079 4.765
C -2.199 4.254 4.840
C -0.729 4.073 4.369
H -0.994 2.668 -1.710
H -1.889 1.064 -1.694
H -1.340 2.421 1.153
H -1.570 0.645 0.603
H 0.581 0.752 -0.801
H 1.097 2.343 -0.050
H -0.370 4.250 1.383
H 0.508 6.192 -0.126
H 3.120 7.011 0.034
H 4.782 5.718 1.789
H 3.845 3.690 3.303
H -0.889 0.509 3.377
H -3.391 0.793 4.157
H -4.300 3.184 5.083
H -2.525 5.268 5.249
H -0.007 4.967 4.447
C 5.880 -2.495 1.965
C 5.025 -3.354 1.038
C 5.061 -2.897 -0.435
O 4.274 -1.744 -0.711
C 4.903 -0.512 -0.398
N 3.652 -3.393 1.558
H 5.418 -1.531 2.190
H 6.033 -3.004 2.921
H 6.866 -2.308 1.528
H 5.433 -4.371 1.074
H 4.631 -3.698 -1.046
H 6.091 -2.758 -0.789
H 5.983 -0.541 -0.575
H 4.694 -0.237 0.638
H 4.470 0.262 -1.036
H 3.108 -4.043 0.993
H 3.226 -2.486 1.359
C -1.519 0.273 -4.587
C -1.354 -1.218 -4.317
C -1.854 -2.115 -5.467
O -3.271 -2.244 -5.540
C -3.926 -1.171 -6.197
N -2.020 -1.546 -3.050
H -2.552 0.609 -4.478
H -0.920 0.855 -3.880
H -1.181 0.530 -5.596
H -0.281 -1.407 -4.199
H -1.477 -3.129 -5.292
H -1.444 -1.796 -6.434
H -3.330 -0.765 -7.019
H -4.173 -0.385 -5.481
H -4.867 -1.549 -6.606
H -1.826 -2.521 -2.822
H -3.026 -1.535 -3.226
C -0.039 -3.838 0.122
C -1.498 -3.984 -0.288
C -2.393 -4.594 0.810
O -2.255 -6.005 0.964
C -1.148 -6.404 1.754
N -1.567 -4.762 -1.533
H 0.501 -4.787 0.115
H 0.483 -3.170 -0.570
H 0.042 -3.406 1.124
H -1.874 -2.975 -0.493
H -3.437 -4.432 0.521
H -2.255 -4.084 1.771
H -0.947 -5.702 2.568
H -0.263 -6.526 1.128
H -1.379 -7.380 2.190
H -2.534 -4.773 -1.857
H -1.383 -5.737 -1.293

maximum force: 0.1519 hartree/bohr
HOMO-LUMO gap: 5.260 eV
LUMO: 0.884 eV
molar mass: 657.876 u
net charge: -1

=====

(6)
A 2-piece molecular cluster, H4IN2P overall at a distorted geometry, computed with ωB97M-V/def2-TZVPD.

Atoms and positions in Å:
H -0.200 -0.842 -0.087
N 0.393 -1.593 -0.273
P 1.866 -1.413 -0.796
I 2.556 1.012 -0.765
N -1.058 0.536 0.406
H -1.988 0.253 0.751
H -1.123 1.187 -0.377
H -0.447 0.861 1.141

maximum force: 0.1097 hartree/bohr
ΔE to the lowest compared entry with this formula, charge and spin: 24.02 kcal/mol
HOMO-LUMO gap: 8.888 eV
LUMO: -0.454 eV
molar mass: 189.924 u
SMILES: [H]/N=P\I.N

=====

(7)
An isolated ion of composition C5H7ClN3O2 and charge +1, computed with ωB97M-V/def2-TZVPD.

Atoms and positions in Å:
O 1.790 -1.553 0.862
C 1.849 -0.581 0.160
O 2.021 -0.654 -1.186
C 1.679 0.844 0.635
C 0.402 1.498 0.056
C -0.747 0.549 0.076
N -1.537 0.347 1.094
N -2.374 -0.630 0.684
Cl -3.571 -1.211 1.694
C -2.129 -1.029 -0.546
N -1.096 -0.292 -0.953
H 2.130 -1.596 -1.403
H 2.544 1.435 0.333
H 1.608 0.811 1.722
H 0.575 1.850 -0.963
H 0.128 2.346 0.684
H -2.643 -1.799 -1.100
H -0.628 -0.334 -1.849

maximum force: 0.0067 hartree/bohr
ΔE to the lowest compared entry with this formula, charge and spin: 0.00 kcal/mol
HOMO-LUMO gap: 10.385 eV
LUMO: -3.886 eV
molar mass: 176.583 u
net charge: +1
SMILES: O=C(O)CCc1nn(Cl)c[nH+]1

=====

(8)
A 10-piece molecular cluster, C50H65BrClF3N10O3P overall at a distorted geometry, computed with ωB97M-V/def2-TZVPD.

Atoms and positions in Å:
C 2.655 -2.695 1.845
C 1.493 -2.224 2.780
Br 2.123 -0.779 3.948
C 0.214 -1.838 1.989
C 0.059 -0.361 1.712
C 0.540 0.127 0.525
N 0.409 1.406 0.201
C 0.941 1.775 -1.163
C -0.206 1.429 -2.157
C 0.044 1.997 -3.549
F 1.329 1.903 -3.883
F -0.361 3.279 -3.566
F -0.726 1.315 -4.413
C -0.193 2.308 0.990
P -0.461 4.092 0.563
O 0.735 4.828 0.161
O -1.581 4.017 -0.565
O -1.137 4.866 1.795
C -0.691 1.889 2.190
C -0.569 0.548 2.560
C -1.172 0.116 3.886
C -2.681 0.463 3.910
C -3.551 -0.476 3.073
Cl -3.487 -0.132 1.307
H 2.388 -2.640 0.786
H 2.988 -3.704 2.102
H 3.500 -2.022 2.019
H 1.286 -3.082 3.425
H 0.265 -2.333 1.012
H -0.690 -2.220 2.474
H 1.033 -0.550 -0.166
H 1.246 2.820 -1.227
H 1.758 1.090 -1.400
H -1.112 1.877 -1.732
H -0.372 0.346 -2.154
H -2.025 4.883 -0.603
H -0.532 4.824 2.553
H -1.198 2.603 2.828
H -0.687 0.724 4.663
H -0.972 -0.927 4.133
H -3.023 0.368 4.949
H -2.897 1.492 3.610
H -4.591 -0.322 3.376
H -3.343 -1.535 3.244
N -3.003 6.302 -5.122
C -4.234 5.977 -5.627
C -4.477 4.662 -5.337
C -3.352 4.173 -4.622
C -2.461 5.208 -4.504
H -2.567 7.202 -5.194
H -4.825 6.707 -6.150
H -5.363 4.111 -5.605
H -3.212 3.175 -4.239
H -1.494 5.261 -4.037
N 3.198 -2.844 -3.976
C 3.703 -2.168 -5.052
C 2.886 -1.099 -5.303
C 1.847 -1.127 -4.336
C 2.069 -2.214 -3.529
H 3.595 -3.675 -3.576
H 4.597 -2.507 -5.547
H 3.017 -0.377 -6.092
H 1.033 -0.433 -4.244
H 1.522 -2.594 -2.681
N 2.631 -3.334 5.927
C 1.964 -4.527 5.995
C 2.151 -5.046 7.250
C 2.958 -4.125 7.969
C 3.235 -3.080 7.127
H 2.671 -2.735 5.116
H 1.418 -4.904 5.145
H 1.753 -5.980 7.612
H 3.296 -4.219 8.988
H 3.809 -2.181 7.278
N 3.324 -7.672 4.450
C 2.224 -7.889 3.665
C 2.558 -8.821 2.719
C 3.911 -9.185 2.946
C 4.354 -8.461 4.022
H 3.366 -7.030 5.224
H 1.302 -7.362 3.847
H 1.905 -9.201 1.950
H 4.491 -9.897 2.383
H 5.311 -8.439 4.517
N -7.337 8.204 -6.079
C -7.634 6.995 -6.645
C -8.992 6.931 -6.809
C -9.536 8.153 -6.327
C -8.491 8.917 -5.887
H -6.416 8.522 -5.842
H -6.860 6.285 -6.881
H -9.537 6.101 -7.230
H -10.576 8.436 -6.307
H -8.466 9.903 -5.454
N 4.810 4.190 0.968
C 3.583 3.793 0.519
C 3.429 2.474 0.816
C 4.610 2.039 1.479
C 5.445 3.123 1.559
H 5.188 5.116 0.880
H 2.917 4.478 0.025
H 2.559 1.897 0.575
H 4.822 1.050 1.853
H 6.429 3.229 1.983
N 4.335 3.592 4.819
C 3.655 2.411 4.904
C 3.821 1.918 6.173
C 4.631 2.844 6.882
C 4.930 3.866 6.021
H 4.390 4.169 3.999
H 3.114 2.025 4.056
H 3.407 0.997 6.551
H 4.957 2.768 7.906
H 5.512 4.761 6.159
N -10.542 3.880 -5.549
C -11.769 3.547 -6.053
C -12.002 2.229 -5.759
C -10.871 1.750 -5.045
C -9.990 2.793 -4.930
H -10.111 4.785 -5.622
H -12.368 4.273 -6.576
H -12.884 1.671 -6.025
H -10.723 0.754 -4.660
H -9.022 2.854 -4.463
N 6.873 -10.456 0.373
C 6.122 -11.375 -0.309
C 6.533 -11.368 -1.615
C 7.576 -10.410 -1.725
C 7.764 -9.867 -0.483
H 6.784 -10.246 1.350
H 5.363 -11.952 0.192
H 6.132 -11.982 -2.404
H 8.126 -10.151 -2.615
H 8.451 -9.115 -0.134

maximum force: 0.0442 hartree/bohr
HOMO-LUMO gap: 5.012 eV
LUMO: -4.179 eV
molar mass: 1057.462 u
net charge: +1

=====

(9)
A 14-piece molecular cluster, C4H34NO15S overall at a distorted geometry, computed with ωB97M-V/def2-TZVPD.

Atoms and positions in Å:
O -2.180 -0.453 -0.136
C -0.946 -0.444 0.070
N -0.270 0.701 -0.010
C 1.208 1.062 -0.029
O 2.049 0.055 0.299
C -0.281 -1.656 0.667
C -0.951 -2.974 0.462
S -1.048 -3.430 -1.311
H -0.868 1.501 -0.168
H 1.321 1.556 -0.994
H 1.248 1.835 0.757
H 0.739 -1.672 0.295
H -0.012 -1.504 1.719
H -0.605 -3.740 1.152
H -2.014 -2.895 0.695
H 0.230 -3.806 -1.460
H 2.392 -2.149 -0.761
H 3.215 -3.017 0.219
O 2.832 -2.997 -0.663
H -4.198 0.457 0.629
H -3.840 -0.899 1.274
O -4.253 -0.049 1.454
H -1.732 3.093 1.998
H -0.754 4.006 1.136
O -1.136 3.133 1.243
H 2.376 -1.407 1.456
H 3.739 -1.110 1.746
O 3.071 -1.753 2.061
H -1.739 0.112 4.176
H -0.871 -1.165 3.914
O -1.166 -0.572 4.615
H 1.587 0.518 -3.834
H 1.120 0.898 -2.397
O 1.153 1.207 -3.316
H 3.411 1.543 1.334
H 2.787 0.925 2.456
O 3.541 1.490 2.296
H -1.540 1.598 -2.190
H -1.139 2.958 -2.887
O -1.343 2.562 -2.042
H 3.379 1.200 -2.399
H 3.081 0.338 -0.961
O 3.492 0.411 -1.870
H -1.680 0.869 2.182
H -3.123 0.885 2.622
O -2.228 1.191 2.905
H -2.953 2.848 -0.088
H -3.291 2.146 -1.416
O -3.635 2.356 -0.545
H -2.017 -0.519 -1.946
H -1.450 -0.343 -3.433
O -1.962 0.070 -2.736
H 2.417 -2.363 -2.455
H 2.665 -0.935 -2.701
O 2.170 -1.676 -3.082

maximum force: 0.0453 hartree/bohr
ΔE to the lowest compared entry with this formula, charge and spin: 0.00 kcal/mol
HOMO-LUMO gap: 8.835 eV
LUMO: 2.537 eV
molar mass: 368.375 u
net charge: -1